Model P:
Molecular formula: C4H7O4
Method: DFT, ωB97M-V/def2-TZVPD

The calculation puts the orbital gap at 8.2 eV.

ORCA input file:
```
! wB97M-V def2-TZVPD RIJCOSX def2/J DEFGRID3
* xyz -1 1
O -0.3203 -1.6854 2.3025
C -0.3826 -1.0492 1.2089
O 0.1576 -1.3633 0.1557
C -1.3299 0.1760 1.0873
C -0.9540 1.3592 0.1847
C 0.2082 1.3722 -0.7467
O 0.6676 2.1763 -1.5133
H -1.6729 0.3606 2.0968
H -2.0513 -0.4998 0.5839
H -1.7877 1.7982 -0.3850
H -0.7023 2.2146 1.1301
H 0.5722 0.3048 -0.8277
H 2.0895 0.0118 -2.4175
H 1.5626 -1.4866 -1.3102
O 1.5875 -0.8592 -2.1043
*
```

---

Model Q:
Molecular formula: C4H7O4
Method: DFT, ωB97M-V/def2-TZVPD

The calculation puts the orbital gap at 8.3 eV.

ORCA input file:
```
! wB97M-V def2-TZVPD RIJCOSX def2/J DEFGRID3
* xyz -1 1
O -0.6815 1.5164 -1.1446
C 0.1824 0.6531 -0.9267
O 1.4355 0.7835 -1.0378
C -0.2704 -0.7677 -0.4611
C -1.2651 -0.5932 0.6888
C -1.7865 -1.8748 1.2310
O -2.6333 -1.9199 2.1032
H 0.6324 -1.3334 -0.2687
H -0.7060 -1.2066 -1.3680
H -0.6510 -0.0320 1.4092
H -2.0651 0.1238 0.5034
H -1.4981 -2.8392 0.7758
H 3.4820 1.5696 0.3850
H 3.2180 1.7012 -1.0988
O 3.9228 1.8273 -0.4413
*
```

---

Most stable to least stable, the ends of the list are model Q and model P.

---

Model P:
Molecular formula: C3H15NO4
Method: DFT, ωB97M-V/def2-TZVPD

The calculation puts the orbital gap at 10.5 eV. As for the SMILES: C[C@H](O)CN.O.O.O.

ORCA input file:
```
! wB97M-V def2-TZVPD RIJCOSX def2/J DEFGRID3
* xyz 0 1
C 1.6501 1.0149 1.3949
C 0.6108 0.8438 0.3091
O -0.0338 -0.3872 0.6607
C 1.2496 0.6577 -1.0976
N 0.0864 0.6792 -1.9902
H 1.5039 1.7038 2.2252
H 1.9956 0.0819 1.7954
H 2.5803 1.3745 0.9243
H -0.1278 1.6435 0.2071
H -0.6880 -0.6174 -0.0157
H 2.0014 1.4443 -1.1898
H 1.6214 -0.3575 -1.0900
H 0.2404 0.7667 -2.9881
H -0.6208 1.3668 -1.7592
O -5.8524 2.4618 3.0842
H -4.9653 2.6682 3.4032
H -5.6580 1.9985 2.2611
O 4.5990 -3.4987 -0.2066
H 4.2028 -3.4892 0.6695
H 5.4644 -3.0775 -0.1527
O -1.9953 -1.5603 -2.2052
H -1.1775 -2.0629 -2.2948
H -1.7054 -0.6438 -2.1079
*
```

---

Model Q:
Molecular formula: C3H15NO4
Method: DFT, ωB97M-V/def2-TZVPD

The calculation puts the orbital gap at 8.9 eV. As for the SMILES: C=CNC.O.O.O.O.

ORCA input file:
```
! wB97M-V def2-TZVPD RIJCOSX def2/J DEFGRID3
* xyz 0 1
C 1.8121 -2.1157 0.5894
C 1.8254 -1.1148 -0.2788
N 1.1617 0.2056 -0.1351
C 2.2007 1.2822 0.0376
H 1.4249 -2.2013 1.6075
H 2.1749 -3.0774 0.3714
H 2.3504 -1.1864 -1.2732
H 0.5286 0.3279 0.6364
H 2.6121 1.3048 -0.9232
H 1.7614 2.2140 0.3049
H 2.8460 0.9303 0.8981
O -2.3151 -1.6750 -2.2863
H -2.2880 -1.0159 -1.5932
H -2.0796 -0.9544 -3.1231
O -2.0844 1.1331 -2.6661
H -2.3073 0.9825 -1.7495
H -1.2352 1.5018 -2.8301
O -2.6220 1.2486 0.6624
H -1.8163 0.7103 0.9164
H -3.1065 1.5656 1.3438
O -0.4184 0.0912 2.7449
H 0.3937 0.2076 3.3198
H -0.8189 -0.3649 3.4261
*
```

---

Most stable to least stable, the ends of the list are model P and model Q.

---

Model P:
Molecular formula: C9H10N2O2
Method: DFT, ωB97M-V/def2-TZVPD

The calculation puts the orbital gap (alpha / beta) at 7.8 / 7.8 eV.

ORCA input file:
```
! wB97M-V def2-TZVPD RIJCOSX def2/J DEFGRID3
* xyz 0 1
C -2.3120 -1.5876 -0.6081
C -0.1467 -1.1188 1.2842
C 0.8245 -0.6105 0.5232
C 0.6580 0.5174 -0.3427
C -0.5126 0.7854 -0.8938
C -1.5170 -0.5290 1.4917
C -2.2133 -0.4930 0.1633
C 2.2104 -1.1589 0.5307
C 1.7820 1.5165 -0.5908
N -2.4979 -2.5212 -1.2521
N -1.1360 1.7610 -1.6590
O -0.4709 2.3193 -2.5654
O -2.3104 1.8365 -1.4867
H 0.2587 -2.0469 1.7427
H -2.2072 -1.1160 2.1919
H -1.2943 0.5253 1.9979
H -2.8155 0.4516 -0.0303
H 2.3785 -1.6710 -0.5050
H 2.3039 -1.9936 1.3061
H 2.9641 -0.2979 0.5737
H 2.5636 1.4834 0.2405
H 1.2536 2.5902 -0.5812
H 2.2365 1.3578 -1.5305
*
```

---

Model Q:
Molecular formula: C9H10N2O2
Method: DFT, ωB97M-V/def2-TZVPD

The calculation puts the orbital gap at 9.8 eV. As for the SMILES: N[C@@]1([N+](=O)[O-])CCc2ccccc21.

ORCA input file:
```
! wB97M-V def2-TZVPD RIJCOSX def2/J DEFGRID3
* xyz 0 1
N 1.9753 0.1946 1.7264
C 1.5257 -0.0012 0.3929
N 2.5075 0.6749 -0.7092
O 2.3989 0.2584 -1.8335
O 3.2160 1.6086 -0.3981
C 1.4766 -1.4322 0.0105
C -0.0236 -1.7736 -0.3424
C -0.6947 -0.4785 -0.4005
C -1.9410 -0.2114 -0.9803
C -2.3638 1.0992 -1.1058
C -1.5328 2.1005 -0.6313
C -0.3516 1.8532 0.0085
C 0.1404 0.5411 0.0496
H 2.9352 -0.0624 1.9639
H 1.7312 1.1726 2.0559
H 1.8782 -2.0488 0.8797
H 2.1190 -1.5705 -0.9389
H -0.4504 -2.5140 0.4217
H -0.1834 -2.3569 -1.3830
H -2.3514 -1.0606 -1.4786
H -3.2473 1.3087 -1.6247
H -1.9198 3.0524 -0.9113
H 0.3041 2.6831 0.4615
*
```

---

Most stable to least stable, the ends of the list are model Q and model P.

---

Model P:
Molecular formula: C2H9N2
Method: DFT, ωB97M-V/def2-TZVPD

The calculation puts the orbital gap at 9.5 eV.

ORCA input file:
```
! wB97M-V def2-TZVPD RIJCOSX def2/J DEFGRID3
* xyz 1 1
C -1.5590 -1.4471 1.0547
C 0.2794 0.1178 0.6994
N -0.1883 -1.0625 0.6597
H -1.4620 -2.2304 1.8041
H -2.0850 -1.8325 0.1872
H -2.0273 -0.5744 1.4967
H -0.2918 0.9363 1.1175
H 1.2971 0.2646 0.3621
H 0.3980 -1.8056 0.2862
N 1.3504 1.6757 -1.7526
H 0.7806 1.7372 -2.5863
H 1.1971 2.5400 -1.2502
H 2.3108 1.6809 -2.0784
*
```

---

Model Q:
Molecular formula: C2H9N2
Method: DFT, ωB97M-V/def2-TZVPD

The calculation puts the orbital gap at 11.1 eV. As for the SMILES: C[C@H](N)[NH3+].

ORCA input file:
```
! wB97M-V def2-TZVPD RIJCOSX def2/J DEFGRID3
* xyz 1 1
C -1.1731 -0.6921 0.1305
C -0.0437 -0.0199 -0.4244
N 1.3413 -0.6125 0.1843
N 0.0705 1.3677 0.0536
H -1.3125 -1.4635 -0.6099
H -2.0513 -0.2446 0.2377
H -0.8897 -1.1120 1.0839
H 0.0650 0.0065 -1.5581
H 2.1495 -0.6009 -0.4067
H 1.4250 -1.5023 0.6233
H 1.0309 1.4749 -0.0604
H -0.0171 1.2509 1.1409
H -0.5948 2.1477 -0.3946
*
```

---

Most stable to least stable, the ends of the list are model P and model Q.